No. 1
Density functional theory data (ωB97M-V/def2-TZVPD) for a cluster of 7 separate species, C42H74BIN7O8 in total.

Element x y z (Å)
C 5.309 -4.605 0.962
C 4.239 -5.627 1.371
C 2.891 -4.995 1.730
C 2.150 -4.487 0.493
O 1.339 -3.357 0.776
C 1.589 -2.148 0.064
C 2.685 -1.370 0.832
C 2.376 -0.790 2.213
C 2.368 0.736 2.245
I 3.871 -1.442 3.661
O 2.105 -2.371 -1.208
B 1.476 -1.427 -2.202
C 0.696 -2.136 -3.454
C -0.474 -1.253 -3.886
O -0.102 0.119 -4.085
N 2.528 -0.358 -2.749
C 3.523 -0.785 -3.633
C 3.884 -2.252 -3.721
O 4.102 0.025 -4.333
C 2.969 0.659 -1.887
C 4.456 0.740 -1.559
O 2.207 1.451 -1.373
O 0.488 -0.706 -1.368
C 0.205 -1.485 -0.246
C -0.806 -2.607 -0.541
C -0.392 -0.600 0.844
C -1.765 -0.045 0.551
O -2.634 0.094 1.385
O -1.956 0.327 -0.724
H 4.862 -3.672 0.614
H 5.938 -4.977 0.150
H 5.968 -4.363 1.797
H 4.599 -6.199 2.231
H 4.085 -6.349 0.562
H 2.277 -5.752 2.228
H 3.030 -4.159 2.420
H 1.481 -5.273 0.124
H 2.841 -4.268 -0.323
H 3.081 -0.574 0.204
H 3.479 -2.113 0.915
H 1.459 -1.205 2.621
H 1.755 1.122 3.060
H 3.377 1.139 2.334
H 1.967 1.118 1.301
H 1.311 -2.359 -4.330
H 0.273 -3.100 -3.147
H -0.915 -1.557 -4.835
H -1.260 -1.310 -3.126
H -0.142 0.541 -3.218
H 4.908 -2.309 -4.086
H 3.246 -2.744 -4.455
H 3.763 -2.764 -2.768
H 4.569 1.298 -0.632
H 4.987 1.248 -2.362
H 4.890 -0.257 -1.443
H -0.347 -3.417 -1.103
H -1.613 -2.188 -1.145
H -1.227 -3.018 0.378
H 0.248 0.261 1.040
H -0.513 -1.159 1.774
H -2.890 0.570 -0.820
C -5.746 1.116 2.455
C -5.387 2.594 2.442
C -4.402 2.957 3.560
C -4.979 2.743 4.887
N -5.472 2.580 5.910
H -6.253 0.830 3.379
H -6.402 0.866 1.621
H -4.835 0.524 2.361
H -6.278 3.219 2.528
H -4.911 2.841 1.491
H -4.110 4.007 3.500
H -3.497 2.353 3.469
C -3.414 4.277 -0.838
C -3.343 4.658 -2.310
C -4.413 3.958 -3.158
C -4.272 2.503 -3.112
N -4.092 1.370 -3.088
H -3.233 3.210 -0.697
H -2.661 4.816 -0.263
H -4.394 4.516 -0.418
H -2.357 4.412 -2.710
H -3.476 5.735 -2.426
H -4.344 4.266 -4.202
H -5.414 4.215 -2.802
C -5.163 -0.087 7.897
C -6.088 -0.553 9.012
C -5.416 -1.504 10.008
C -4.953 -2.743 9.384
N -4.589 -3.715 8.895
H -4.819 -0.926 7.289
H -5.673 0.620 7.246
H -4.284 0.419 8.304
H -6.967 -1.045 8.590
H -6.449 0.311 9.573
H -6.107 -1.780 10.807
H -4.554 -1.019 10.472
C 2.702 1.707 -6.517
C 1.538 2.348 -7.257
C 1.813 2.576 -8.749
C 2.931 3.489 -8.992
N 3.796 4.219 -9.180
H 3.587 2.346 -6.527
H 2.441 1.520 -5.478
H 2.975 0.747 -6.959
H 1.272 3.300 -6.794
H 0.659 1.705 -7.179
H 0.937 3.000 -9.247
H 2.043 1.627 -9.237
C -4.135 -0.123 -6.535
C -2.723 0.305 -6.158
C -1.658 -0.232 -7.121
C -1.628 -1.694 -7.130
N -1.566 -2.827 -6.960
H -4.235 -1.209 -6.500
H -4.863 0.300 -5.843
H -4.395 0.209 -7.544
H -2.482 -0.034 -5.149
H -2.650 1.394 -6.151
H -0.668 0.107 -6.807
H -1.833 0.124 -8.140
C 4.941 2.321 8.508
C 4.884 1.044 7.680
C 5.567 1.184 6.315
C 4.937 2.219 5.496
N 4.439 3.055 4.890
H 4.420 3.137 8.006
H 4.473 2.173 9.481
H 5.974 2.634 8.676
H 3.846 0.745 7.524
H 5.371 0.228 8.217
H 5.515 0.242 5.770
H 6.620 1.445 6.438

As for the HOMO energy: -6.0 eV. The largest force on an atom is 0.02586 Eh/bohr. The calculation puts the LUMO energy at 1.90 eV. Its charge is -1. The value obtained for the orbital gap is 7.9 eV.

Löwdin population analysis, charges in e, atoms 1 to 4:
1 C -0.10
2 C -0.26
3 C -0.19
4 C -0.19



No. 2
Density functional theory data (ωB97M-V/def2-TZVPD) for a cluster of 10 separate species, C42H75N3O26 in total.

Element x y z (Å)
C 3.842 -5.885 4.573
O 4.733 -6.677 5.333
C 4.187 -7.798 6.043
C 3.537 -7.457 7.324
N 4.337 -6.746 8.234
C 3.511 -5.915 9.100
C 3.744 -4.432 8.997
O 3.382 -3.903 7.628
C 3.650 -2.589 7.440
H 4.338 -4.918 4.482
H 2.781 -5.906 4.822
H 4.035 -6.348 3.605
H 5.005 -8.510 6.151
H 3.498 -8.371 5.423
H 3.068 -8.348 7.742
H 2.737 -6.805 6.973
H 5.032 -6.213 7.731
H 3.651 -6.084 10.168
H 2.437 -6.077 9.010
H 4.727 -4.049 9.270
H 3.059 -3.986 9.717
H 4.718 -2.467 7.620
H 2.968 -1.943 7.992
H 3.462 -2.350 6.393
C -8.861 6.147 -8.005
O -7.499 5.721 -8.399
C -7.030 4.612 -7.558
C -6.437 5.167 -6.285
N -5.091 5.743 -6.278
C -4.934 6.881 -7.152
C -3.703 7.660 -6.887
O -3.704 7.887 -5.492
C -2.357 7.952 -5.036
H -9.229 7.004 -8.569
H -8.969 6.358 -6.941
H -9.500 5.269 -8.092
H -6.190 4.126 -8.054
H -7.838 3.911 -7.350
H -6.295 4.315 -5.620
H -7.067 5.814 -5.675
H -4.724 5.907 -5.351
H -5.801 7.513 -6.962
H -4.995 6.380 -8.118
H -3.752 8.605 -7.428
H -2.854 7.063 -7.220
H -2.348 8.576 -4.143
H -1.680 8.340 -5.797
H -2.126 6.930 -4.734
C 0.153 -8.203 -6.082
O 1.580 -8.133 -6.316
C 2.325 -8.568 -5.277
C 2.682 -7.535 -4.207
N 3.283 -6.370 -4.859
C 4.738 -6.402 -5.102
C 5.022 -5.136 -5.960
O 6.473 -5.107 -6.140
C 7.137 -6.048 -6.947
H -0.359 -7.914 -6.999
H -0.066 -7.509 -5.271
H -0.032 -9.234 -5.780
H 3.279 -8.917 -5.673
H 1.935 -9.492 -4.851
H 3.294 -8.071 -3.483
H 1.763 -7.264 -3.687
H 2.924 -6.387 -5.802
H 4.979 -7.408 -5.446
H 5.276 -6.295 -4.160
H 4.660 -4.303 -5.358
H 4.506 -5.137 -6.920
H 6.867 -6.036 -8.003
H 6.995 -7.036 -6.509
H 8.213 -5.883 -7.013
C -0.385 1.389 -2.111
C 0.423 0.316 -2.158
C 0.826 -0.238 -0.938
C 0.357 0.159 0.285
C -0.464 1.298 0.307
C -0.817 1.920 -0.874
O -1.653 3.022 -0.887
O 1.788 -1.230 -0.994
H -0.699 1.855 -3.033
H 0.574 -0.153 -3.119
H 0.624 -0.368 1.189
H -0.870 1.802 1.172
H -1.693 3.370 0.007
H 1.765 -1.808 -1.760
C -7.581 1.344 0.782
C -6.878 0.483 1.769
O -6.373 -0.550 0.968
C -6.974 -0.609 -0.161
O -6.675 -1.337 -1.071
O -7.833 0.431 -0.240
H -6.987 2.220 0.521
H -8.491 1.741 1.234
H -7.533 0.137 2.568
H -6.058 1.096 2.144
C 9.416 -3.164 1.342
C 8.631 -1.974 1.650
O 9.136 -1.623 2.891
C 9.518 -2.717 3.512
O 9.607 -2.798 4.732
O 9.873 -3.599 2.613
H 10.287 -2.923 0.733
H 8.931 -3.956 0.772
H 7.546 -2.011 1.547
H 9.030 -1.216 0.976
C 2.599 9.178 8.802
C 3.536 8.021 9.189
O 2.817 6.940 8.641
C 1.794 7.379 7.780
O 1.092 6.666 7.046
O 1.661 8.678 7.952
H 3.148 9.943 8.253
H 1.980 9.682 9.544
H 3.621 7.956 10.274
H 4.577 8.126 8.883
C -3.440 -2.681 -9.775
C -3.980 -1.866 -8.509
O -2.851 -0.951 -8.552
C -1.734 -1.614 -9.190
O -0.676 -1.047 -9.397
O -2.068 -2.739 -9.635
H -3.651 -2.309 -10.778
H -3.861 -3.683 -9.688
H -4.057 -2.473 -7.608
H -4.935 -1.490 -8.876
C -3.291 12.022 4.307
C -2.418 11.611 3.121
O -2.697 10.208 2.901
C -3.910 9.985 3.465
O -4.626 8.956 3.221
O -4.230 10.941 4.275
H -3.791 12.976 4.138
H -2.796 11.985 5.277
H -1.360 11.805 3.298
H -2.701 12.175 2.232
C -2.847 -0.904 7.262
C -2.806 -1.219 8.727
O -2.816 -2.640 8.753
C -3.091 -3.081 7.514
O -3.327 -4.310 7.173
O -3.271 -2.065 6.628
H -1.975 -0.400 6.846
H -3.559 -0.117 7.012
H -3.666 -0.795 9.245
H -1.845 -0.876 9.110

The calculation puts the energy above the lowest of the compared OMol25 structures with the same formula, charge and spin at 123.31 kcal/mol. As for the HOMO energy: -7.9 eV. The largest force on an atom is 0.13612 Eh/bohr. The calculation puts the LUMO energy at 0.23 eV. As for the SMILES: Oc1ccc(O)cc1.COCCNCCOC.COCCNCCOC.COCCNCCOC.O=C1OCCO1.O=C1OCCO1.O=C1OCCO1.O=C1OCCO1.O=C1OCCO1.O=C1OCCO1. The value obtained for the orbital gap is 8.2 eV.

Löwdin population analysis, charges in e, atoms 1 to 4:
1 C -0.10
2 O -0.20
3 C -0.23
4 C -0.27



No. 3
Density functional theory data (ωB97M-V/def2-TZVPD) for a structure of composition C42H77AsF6N14.

Element x y z (Å)
As -0.340 1.033 -1.036
F -0.976 2.419 -0.136
F 1.224 1.201 -0.153
F 0.351 -0.354 -1.932
F -1.851 0.789 -1.922
F 0.215 2.167 -2.320
F -0.951 -0.118 0.263
C 6.216 2.046 -6.758
C 6.464 2.159 -5.280
N 7.165 3.387 -4.910
C 6.557 4.568 -4.662
C 7.516 5.594 -4.466
N 8.700 4.969 -4.747
C 8.469 3.640 -5.092
C 9.965 5.649 -4.897
H 7.108 2.160 -7.373
H 5.560 2.866 -7.051
H 5.654 1.124 -6.907
H 7.107 1.317 -5.024
H 5.545 2.013 -4.713
H 5.479 4.572 -4.725
H 7.416 6.666 -4.380
H 9.212 2.937 -5.439
H 10.593 4.886 -5.357
H 10.446 5.708 -3.921
H 9.849 6.477 -5.596
C 0.840 -5.402 3.342
C 0.274 -5.086 4.745
N -0.987 -5.793 4.923
C -2.245 -5.456 4.355
C -3.184 -6.437 4.604
N -2.470 -7.439 5.266
C -1.126 -7.064 5.495
C -3.006 -8.741 5.603
H 0.407 -4.782 2.557
H 0.817 -6.483 3.201
H 1.851 -4.994 3.349
H 0.051 -4.023 4.841
H 0.963 -5.285 5.566
H -2.299 -4.523 3.814
H -4.226 -6.519 4.332
H -0.389 -7.662 6.011
H -4.053 -8.637 5.890
H -2.465 -9.059 6.494
H -2.917 -9.435 4.767
C 1.623 -0.209 8.250
C 2.955 0.513 8.450
N 3.847 -0.099 7.511
C 4.041 0.208 6.158
C 5.091 -0.622 5.776
N 5.535 -1.467 6.740
C 4.852 -1.014 7.807
C 6.555 -2.473 6.645
H 1.729 -1.112 8.851
H 1.198 -0.413 7.267
H 0.743 0.251 8.699
H 3.205 0.423 9.507
H 3.042 1.571 8.200
H 3.538 0.894 5.492
H 5.412 -0.708 4.749
H 5.060 -1.373 8.804
H 6.703 -2.773 5.608
H 6.277 -3.253 7.354
H 7.493 -1.988 6.916
C -3.119 7.468 -6.549
C -3.320 6.216 -5.710
N -4.222 6.416 -4.601
C -5.577 6.505 -4.570
C -6.008 6.593 -3.249
N -4.898 6.864 -2.516
C -3.812 6.899 -3.390
C -4.773 6.973 -1.041
H -3.959 7.715 -7.199
H -2.355 7.366 -7.320
H -2.827 8.342 -5.967
H -2.349 5.891 -5.338
H -3.722 5.356 -6.247
H -6.051 6.311 -5.521
H -7.017 6.554 -2.867
H -2.774 7.022 -3.116
H -5.308 7.854 -0.686
H -3.713 7.090 -0.814
H -5.159 6.108 -0.502
C 8.350 3.853 2.635
C 9.822 4.151 2.642
N 10.394 3.270 3.621
C 10.749 1.947 3.356
C 11.422 1.536 4.536
N 11.323 2.567 5.520
C 10.875 3.663 4.872
C 11.872 2.602 6.836
H 8.097 2.837 2.334
H 8.007 4.414 1.765
H 7.890 4.204 3.559
H 9.992 5.155 3.029
H 10.316 4.128 1.670
H 10.439 1.441 2.454
H 12.107 0.719 4.714
H 10.713 4.613 5.360
H 12.232 3.608 7.051
H 12.698 1.899 6.946
H 11.138 2.444 7.626
C -14.291 1.230 -6.717
C -13.760 2.487 -6.039
N -12.849 2.173 -5.000
C -13.150 1.952 -3.689
C -11.991 1.573 -3.017
N -10.940 1.485 -3.908
C -11.466 2.034 -5.082
C -9.532 1.264 -3.604
H -14.849 1.405 -7.637
H -14.985 0.769 -6.013
H -13.499 0.503 -6.898
H -14.485 3.253 -5.762
H -13.156 2.954 -6.816
H -14.166 2.117 -3.363
H -11.884 1.597 -1.943
H -10.828 2.134 -5.947
H -8.877 1.690 -4.365
H -9.405 0.193 -3.447
H -9.280 1.715 -2.644
C -2.455 -7.142 -3.201
C -2.929 -7.111 -1.708
N -4.020 -8.048 -1.560
C -5.375 -7.722 -1.664
C -6.104 -8.909 -1.372
N -5.271 -9.990 -1.161
C -4.024 -9.389 -1.166
C -5.683 -11.217 -0.589
H -2.074 -8.118 -3.503
H -1.626 -6.435 -3.239
H -3.213 -6.768 -3.889
H -3.231 -6.121 -1.365
H -2.123 -7.432 -1.049
H -5.840 -6.751 -1.760
H -7.179 -9.008 -1.324
H -3.164 -9.996 -0.923
H -6.456 -11.588 -1.262
H -5.974 -10.986 0.436
H -4.766 -11.805 -0.534

The calculation puts the energy above the lowest of the compared OMol25 structures with the same formula, charge and spin at 71.35 kcal/mol. As for the HOMO energy: -18.2 eV. The largest force on an atom is 0.13514 Eh/bohr. The calculation puts the LUMO energy at -8.92 eV. Its charge is +6. The value obtained for the orbital gap is 9.3 eV.

Löwdin population analysis, charges in e, atoms 1 to 4:
1 As 0.87
2 F -0.30
3 F -0.32
4 F -0.31